A 6-piece molecular cluster, C25H43N7O4 overall in a non-equilibrium geometry, computed with wB97M-V/def2-TZVPD.

Each line ends with the Mulliken charge.
Cartesian coordinates (Å):
C: 1.915986 5.303593 1.361950  -1.285
C: 1.485658 4.621382 0.101433  0.716
C: 1.245916 3.140573 0.192965  -1.096
N: 1.312623 5.279618 -0.980690  -0.402
C: 2.016200 5.165339 -2.165890  -0.375
O: 1.710581 3.855270 -2.864550  -0.266
C: 2.660270 3.060063 -3.308803  0.694
O: 2.578480 1.870700 -3.377528  -0.492
O: 3.779370 3.752377 -3.774192  -0.261
N: 4.922749 3.547978 -2.852276  0.293
O: 5.635131 4.444979 -2.917108  -0.277
H: 2.158758 6.347067 1.176539  0.367
H: 1.145194 5.232718 2.135856  0.330
H: 2.787057 4.771841 1.755501  0.329
H: 2.205747 2.605590 0.155939  0.283
H: 0.781056 2.883875 1.143420  0.588
H: 0.642047 2.805538 -0.643042  0.270
H: 1.720331 5.950354 -2.857559  0.294
H: 3.086782 5.211418 -1.985108  0.287
C: -3.560329 2.155973 -2.334697  -1.035
C: -3.825003 0.801362 -1.691099  -0.021
C: -3.714284 0.837529 -0.162573  -0.640
C: -2.376956 1.235678 0.273975  0.234
N: -1.327575 1.553220 0.614220  -0.420
H: -2.545902 2.506348 -2.134491  0.276
H: -3.679020 2.092325 -3.416565  0.252
H: -4.259239 2.909587 -1.966418  0.294
H: -3.119516 0.065362 -2.084846  0.209
H: -4.822925 0.463860 -1.962468  0.223
H: -3.924835 -0.147257 0.257467  0.309
H: -4.433917 1.541199 0.260297  0.343
C: 0.723955 -1.612225 -0.016059  -1.219
C: 1.936339 -0.842824 -0.519901  -0.058
C: 3.142850 -0.926346 0.426666  -0.563
C: 2.817335 -0.370506 1.740473  0.192
N: 2.524436 0.117157 2.737676  -0.435
H: 0.366785 -1.205390 0.932285  0.401
H: -0.095996 -1.545008 -0.731645  0.356
H: 0.959570 -2.670357 0.127990  0.290
H: 1.666766 0.204875 -0.661760  -0.063
H: 2.240849 -1.224793 -1.494906  0.357
H: 3.980409 -0.361238 0.015204  0.362
H: 3.469666 -1.959395 0.561415  0.373
C: -3.597968 -2.357371 -5.114599  -1.119
C: -4.571944 -1.892023 -6.190150  -0.406
C: -4.990844 -0.426547 -6.015804  -0.406
C: -5.660051 -0.208563 -4.734403  0.255
N: -6.157995 -0.047731 -3.713004  -0.509
H: -4.050154 -2.308245 -4.122922  0.314
H: -3.297244 -3.390012 -5.286471  0.347
H: -2.695572 -1.742690 -5.108177  0.295
H: -5.462013 -2.523596 -6.180506  0.295
H: -4.114630 -2.000555 -7.174777  0.311
H: -5.672830 -0.118696 -6.809551  0.315
H: -4.115948 0.225827 -6.056152  0.268
C: -1.410531 -6.899258 1.404506  -1.227
C: -0.987495 -5.451220 1.615505  -0.401
C: -1.875189 -4.453803 0.857964  -0.165
C: -1.819805 -4.695870 -0.582717  0.213
N: -1.766664 -4.895390 -1.711727  -0.472
H: -1.328066 -7.186658 0.355540  0.346
H: -0.777159 -7.571759 1.982382  0.358
H: -2.443639 -7.057268 1.720018  0.304
H: 0.048777 -5.320871 1.298066  0.236
H: -1.029188 -5.206808 2.678148  0.381
H: -1.544244 -3.432178 1.051640  0.103
H: -2.911866 -4.542343 1.188029  0.345
C: 3.494435 -0.390011 5.825194  -1.049
C: 3.197607 0.465733 7.049134  -0.422
C: 4.384460 0.564950 8.015304  -0.434
C: 4.777011 -0.745479 8.533533  0.248
N: 5.086289 -1.775597 8.933752  -0.422
H: 3.716345 -1.419782 6.112441  0.366
H: 2.642740 -0.405785 5.151350  0.279
H: 4.347631 0.001218 5.268141  0.295
H: 2.335676 0.060241 7.582662  0.296
H: 2.929535 1.475356 6.732600  0.289
H: 4.138524 1.201176 8.866865  0.287
H: 5.248606 1.002199 7.511087  0.270

Cartesian forces, eV/Å:
-0.617 0.199 0.226
-0.693 -0.478 -0.457
0.606 0.021 -0.074
2.085 0.920 0.970
-1.295 -0.163 -0.435
0.182 -0.156 -0.105
-0.035 -0.290 -0.166
0.045 0.049 0.061
0.045 0.495 0.406
-0.284 -0.086 0.073
0.189 -0.113 -0.236
-0.007 -0.036 0.009
0.058 0.018 -0.006
-0.006 -0.019 -0.078
-0.007 0.069 0.049
-0.045 -0.063 -0.098
-0.048 -0.057 0.098
0.011 -0.197 -0.169
-0.001 -0.061 -0.055
0.049 -0.015 0.000
0.040 0.125 -0.056
0.026 -0.087 -0.166
-0.039 0.030 0.132
-0.079 -0.140 0.021
-0.006 0.006 0.022
-0.027 0.009 0.002
-0.006 0.001 -0.006
-0.011 -0.037 0.041
0.043 -0.037 0.131
-0.028 0.025 0.039
0.004 -0.003 0.002
-0.043 -0.037 0.067
-0.095 -0.027 -0.025
-0.142 0.007 -0.081
0.029 0.155 -0.044
-0.016 -0.015 -0.044
0.025 0.006 0.004
0.014 -0.012 -0.020
0.004 -0.002 -0.011
0.037 0.009 -0.029
0.056 0.024 0.002
0.039 -0.031 0.043
-0.008 0.001 -0.026
-0.023 -0.013 -0.020
0.083 -0.072 0.079
-0.028 -0.132 -0.081
0.054 0.091 0.029
-0.164 -0.051 -0.095
0.007 0.021 0.002
0.016 0.003 0.012
0.002 0.001 0.006
-0.022 0.026 -0.023
-0.032 0.051 -0.023
0.023 0.025 -0.005
-0.015 0.016 0.006
0.030 0.001 0.002
-0.025 -0.109 0.050
0.204 -0.118 0.140
-0.104 0.133 -0.062
0.020 -0.008 -0.043
-0.028 0.016 -0.008
-0.010 -0.004 0.009
-0.003 -0.002 -0.005
-0.003 0.047 0.003
-0.002 0.064 -0.014
-0.050 0.022 -0.047
-0.010 0.016 -0.037
-0.029 -0.076 0.146
-0.007 -0.056 -0.098
-0.136 0.023 -0.033
0.093 0.018 0.019
-0.025 -0.052 0.011
0.051 0.018 0.024
0.023 0.031 -0.030
-0.010 0.001 -0.019
0.006 0.023 0.032
0.022 0.024 0.055
0.037 0.019 -0.008
0.006 -0.002 0.015

Calculated values
E_tot: -45238.11003 eV
SMILES: CC(C)=NCOC(=O)ON=O.CCCC#N.CCCC#N.CCCC#N.CCCC#N.CCCC#N

C25H43NOsP2 as an isolated structure in a non-equilibrium geometry, computed with wB97M-V/def2-TZVPD.

Each line ends with the Löwdin spin population.
Cartesian coordinates (Å):
Os: -0.473401 -1.153122 -3.235408  1.457
C: -0.626559 -1.859516 -1.195567  0.126
C: 0.817664 -1.998711 -1.540071  0.116
C: 0.660046 -0.647745 0.401337  0.277
C: -0.638789 -1.011742 0.036565  0.371
C: 1.571376 -1.182181 -0.536871  0.352
C: -1.583412 -3.042079 -1.173501  0.043
H: -1.374535 -3.764387 -1.983120  0.005
H: -2.653545 -2.757943 -1.330939  0.004
H: -1.454096 -3.520706 -0.179031  0.009
C: -1.766736 -0.909186 0.988523  0.061
H: -2.694146 -1.172403 0.468235  0.001
H: -1.856065 0.119730 1.372934  0.015
H: -1.648514 -1.565374 1.880244  0.023
C: 0.985430 0.049928 1.694191  0.026
H: 0.764138 -0.536057 2.608384  0.011
H: 0.403038 0.981397 1.783714  0.009
H: 2.051163 0.283416 1.748444  0.000
C: 3.040338 -1.232354 -0.288321  0.052
H: 3.217177 -1.989635 0.501937  0.022
H: 3.448498 -0.276013 0.099347  0.009
H: 3.623168 -1.522683 -1.179334  0.002
C: 1.447158 -3.325001 -1.818130  0.019
H: 1.603196 -3.864472 -0.862086  0.003
H: 2.417406 -3.173707 -2.311362  0.004
H: 0.775013 -3.898228 -2.455830  0.004
C: -1.555083 0.391731 -5.545657  0.107
C: -1.647654 -0.922864 -5.075308  0.002
C: -0.908214 -2.086648 -5.787698  0.008
C: 0.590040 -1.860731 -5.703007  0.033
C: 1.052945 -1.074435 -4.525325  0.059
C: 0.797261 0.342238 -4.462276  0.224
C: 0.757981 1.013668 -5.848419  0.020
C: -0.567601 0.771626 -6.594573  0.012
H: -1.247567 -2.219000 -6.828007  -0.002
H: 0.966649 -1.429052 -6.611766  0.006
H: -1.163182 -2.993873 -5.205486  0.003
H: -0.405574 0.047573 -7.422867  0.003
H: -2.377729 1.124122 -5.422975  0.003
H: -2.621678 -1.208571 -4.634439  0.005
H: -0.894867 1.684060 -7.126064  0.000
H: 0.869476 2.107175 -5.790009  0.000
H: 1.598306 0.866514 -3.940622  0.020
H: 1.610146 0.738030 -6.510839  0.006
H: 1.109949 -2.803137 -5.697311  0.001
H: 2.114480 -1.226867 -4.216472  0.007
P: -2.231439 2.118417 -1.714342  0.021
P: 1.224415 2.013352 -1.553816  0.181
C: -1.181615 3.057655 -2.866196  0.005
C: 0.349687 3.256061 -2.562680  0.036
H: -1.677062 4.038149 -2.968174  0.000
H: -1.330324 2.518461 -3.822501  0.001
H: 0.908572 3.303496 -3.521064  0.001
H: 0.482592 4.190724 -1.986399  0.003
C: 1.726779 2.912605 -0.051960  0.019
H: 2.407292 2.234571 0.506850  0.000
H: 0.835365 3.163167 0.551238  0.001
H: 2.257559 3.801403 -0.450406  0.005
C: 2.968831 1.935246 -2.185565  0.019
H: 3.193481 2.954819 -2.590833  0.004
H: 3.115173 1.147033 -2.962003  0.001
H: 3.645737 1.702754 -1.317983  0.000
C: -4.001163 2.189010 -1.697631  0.006
H: -4.346768 1.213226 -1.324438  0.000
H: -4.357061 2.415708 -2.707688  0.000
H: -4.353930 2.959815 -1.006971  0.001
C: -1.817725 0.431345 -2.398322  0.095
H: -0.985857 -2.731928 -3.622150  0.038
H: -1.848478 0.676880 -3.492051  0.005
H: -2.658911 -0.263598 -2.125611  0.011
N: -1.330193 2.599175 1.055759  0.005
C: -1.691851 2.376169 -0.047422  0.004

Cartesian forces, eV/Å:
0.302 1.969 4.641
0.220 -0.028 1.062
0.185 0.394 1.573
0.559 0.867 0.388
-1.072 -0.907 -0.953
-0.006 -0.191 -1.333
-0.348 -0.343 0.069
0.040 0.278 0.699
0.800 -0.049 0.346
-0.421 -0.020 -0.569
-0.564 0.174 -0.105
0.017 -0.012 0.372
0.026 -0.386 -0.007
-0.025 0.248 -0.562
0.252 -0.040 -0.164
-0.125 -0.017 -0.604
0.165 -0.304 -0.037
-0.169 0.052 -0.001
0.320 -0.032 -0.100
0.145 0.244 -0.324
-0.299 -0.501 -0.221
-0.292 0.107 0.412
0.034 -0.136 -0.368
0.005 0.173 -0.504
-0.261 -0.327 0.066
0.375 -0.246 -0.023
-0.921 -1.924 -1.891
-1.515 -0.285 -1.571
-0.650 0.019 -0.288
0.693 -0.889 -0.861
2.706 -0.141 -0.046
1.650 0.344 -1.468
-0.423 1.094 -0.253
-0.006 0.542 -0.727
0.101 0.202 0.247
0.134 0.547 -0.602
0.015 0.473 -1.015
-0.476 -0.090 0.870
0.594 -0.448 0.733
0.380 0.283 -0.183
0.137 -0.294 0.447
-0.060 -0.229 0.460
-0.602 -0.261 0.552
-0.378 -0.305 0.733
0.038 -0.650 0.166
-0.931 -0.706 0.025
2.280 -4.014 -1.530
0.815 -1.606 0.973
-0.162 1.301 -0.189
-0.401 0.509 -0.062
0.444 -0.112 -0.195
0.112 0.328 0.565
-0.556 0.267 0.460
-0.072 -0.158 -0.611
-0.394 0.158 0.006
-0.414 0.709 -0.250
0.819 0.149 -0.143
-0.162 -0.263 0.803
0.159 -0.103 -0.443
0.190 -0.900 0.231
0.069 0.792 0.577
-0.700 0.336 -0.911
-0.454 0.858 0.344
0.099 0.275 -0.332
-0.084 -0.255 0.166
-0.054 0.040 -0.147
-1.651 0.698 -0.214
0.458 1.430 0.638
-0.991 0.345 1.475
0.471 0.725 -0.217
-1.305 -0.734 -3.491
1.134 0.972 3.416

Calculated values
E_tot: -49132.26075 eV
Relative energy (zero: lowest compared OMol25 entry of this formula, charge and spin): 1.839 eV
Charge: +2
⟨S²⟩: 6.045
2S+1: 5

C25H44FeO6S4Si as an isolated structure in a non-equilibrium geometry, computed with wB97M-V/def2-TZVPD.

Each line ends with the Löwdin spin population.
Cartesian coordinates (Å):
Fe: -0.180789 -1.675164 -0.027364  3.942
C: 0.074804 -5.199452 0.985999  0.003
C: -1.379269 -5.006034 1.385364  0.005
S: -2.126377 -3.510271 0.652383  0.038
C: -2.903109 -2.696369 2.081683  0.002
C: -1.977481 -2.274319 3.210207  0.007
S: -0.560128 -1.248232 2.671623  0.064
C: 0.858202 -2.096138 3.435102  0.004
C: 1.057850 -3.548087 3.042019  0.004
S: 1.158792 -3.760385 1.226557  0.041
H: 0.167168 -5.415518 -0.080123  0.000
H: 0.497076 -6.036847 1.541677  0.001
H: -1.500118 -4.935554 2.464744  0.000
H: -1.964785 -5.852072 1.027950  0.001
H: -3.668166 -3.368912 2.468977  0.001
H: -3.395033 -1.828012 1.642395  0.000
H: -1.580022 -3.127516 3.756159  0.000
H: -2.544767 -1.663276 3.911094  0.001
H: 0.765064 -1.996201 4.516137  0.002
H: 1.705505 -1.492052 3.107014  0.000
H: 0.263592 -4.187667 3.422689  0.000
H: 2.000834 -3.896199 3.461650  0.001
O: -0.780291 -2.824821 -1.939616  0.031
C: -0.007606 -3.943846 -2.239609  0.001
C: -0.623964 -5.139374 -2.582041  0.001
C: 0.149576 -6.253747 -2.866526  0.000
C: 1.533484 -6.167706 -2.824750  0.001
C: 2.139489 -4.959914 -2.510921  0.000
C: 1.376507 -3.840100 -2.206295  0.004
C: 2.083343 -2.535331 -1.848106  0.014
O: 3.069820 -2.209531 -2.462392  0.020
O: 1.563322 -1.916564 -0.831926  0.142
H: -1.688620 -2.999530 -2.210993  0.001
H: -1.708183 -5.188603 -2.630709  0.000
H: -0.334695 -7.181256 -3.141649  0.000
H: 2.139649 -7.036896 -3.041195  0.000
H: 3.216418 -4.859599 -2.510729  0.000
C: 0.964626 4.370985 -3.079055  0.001
C: 0.018189 3.178388 -3.034027  0.001
C: -1.151838 3.369837 -3.988198  0.000
C: 0.765280 1.885197 -3.343455  0.006
O: -0.554762 3.125113 -1.704848  0.016
Si: -0.140522 2.425378 -0.327741  0.055
S: -0.839120 0.348298 -0.464799  0.545
O: 1.431047 2.275427 -0.059475  0.016
C: 2.367496 2.749535 0.930277  0.001
C: 2.181628 1.907930 2.188201  0.000
C: 2.133142 4.229092 1.220235  0.000
C: 3.747705 2.540524 0.323213  0.000
O: -0.910738 3.026978 0.942868  0.015
C: -2.167345 3.697623 1.178918  0.001
C: -2.128384 5.071842 0.519744  0.001
C: -2.285295 3.818450 2.692244  0.000
C: -3.307302 2.857527 0.613732  0.002
H: 1.412386 4.450385 -4.069570  0.000
H: 1.761938 4.241935 -2.344546  0.000
H: 0.430953 5.296095 -2.858685  0.000
H: -0.793641 3.418555 -5.016232  0.000
H: -1.684902 4.292713 -3.757537  0.000
H: -1.847424 2.534226 -3.897289  0.000
H: 1.155957 1.908219 -4.359717  0.000
H: 0.094100 1.028543 -3.249917  0.005
H: 1.598912 1.750032 -2.652548  0.000
H: 1.158465 2.021234 2.554513  0.000
H: 2.873526 2.224326 2.968504  0.000
H: 2.363513 0.855633 1.956800  0.000
H: 1.153621 4.379229 1.673414  0.000
H: 2.183843 4.802498 0.292476  0.000
H: 2.898854 4.601628 1.900226  0.000
H: 3.888718 1.495314 0.046406  0.000
H: 4.520943 2.828532 1.035632  0.000
H: 3.855398 3.152704 -0.573047  0.000
H: -1.317396 5.669131 0.938946  0.000
H: -3.070740 5.595220 0.680992  0.000
H: -1.962326 4.960143 -0.551349  0.000
H: -1.462162 4.413492 3.089056  0.000
H: -2.247964 2.827234 3.147301  0.000
H: -3.226143 4.297500 2.962852  0.000
H: -3.210274 2.774129 -0.471242  0.001
H: -4.266552 3.319167 0.845451  0.000
H: -3.282503 1.855157 1.044793  0.001

Cartesian forces, eV/Å:
0.901 -0.824 -0.229
0.257 0.179 0.083
-0.012 0.249 -0.181
-0.045 0.385 0.134
0.105 -0.184 -0.198
0.303 0.193 -0.098
0.040 0.019 -0.200
-0.209 0.123 -0.172
0.033 -0.100 -0.348
-0.198 -0.268 0.450
-0.020 -0.074 0.073
-0.024 -0.072 -0.059
-0.012 -0.041 0.000
-0.008 -0.036 0.090
-0.084 0.087 0.017
-0.062 -0.012 0.021
-0.037 -0.027 0.004
-0.025 -0.074 0.060
0.063 0.000 0.011
0.040 0.019 0.089
0.027 0.016 0.066
-0.031 -0.044 0.073
0.260 0.168 0.008
0.109 -0.347 -0.148
-0.174 0.187 0.063
-0.007 -0.017 -0.065
0.076 -0.024 0.070
-0.116 -0.095 -0.057
0.059 0.543 0.153
0.027 -0.753 -0.580
-0.084 0.115 0.288
-0.713 1.045 0.467
-0.095 0.112 0.044
0.024 -0.043 -0.017
0.009 -0.005 0.028
-0.013 0.014 -0.037
0.005 0.024 0.015
-0.050 -0.083 0.091
0.156 0.028 -0.307
0.014 -0.030 0.145
-0.121 0.029 0.201
-0.200 0.021 0.032
0.201 -0.194 0.122
-0.564 -0.389 -0.016
0.084 0.108 -0.104
0.225 0.054 0.147
-0.136 0.028 -0.114
-0.114 -0.152 -0.115
-0.106 -0.026 -0.017
0.049 0.138 0.118
-0.252 0.130 0.063
0.123 -0.162 0.006
0.070 -0.056 -0.100
0.215 -0.026 -0.030
0.020 0.031 0.002
0.023 0.004 -0.035
-0.010 -0.009 -0.005
-0.005 0.009 -0.007
0.003 -0.002 -0.006
0.001 0.004 -0.033
0.008 0.023 -0.012
0.029 -0.002 -0.048
0.029 -0.049 -0.029
0.027 -0.013 0.054
0.013 -0.011 0.009
0.027 0.000 -0.003
0.001 0.040 0.033
0.020 0.018 0.023
0.000 0.009 0.004
-0.003 -0.001 0.011
0.009 -0.002 0.001
0.025 -0.012 0.001
-0.015 0.016 0.000
0.003 0.010 0.011
-0.040 0.061 -0.027
-0.008 0.000 0.009
-0.023 0.014 0.022
0.002 0.007 0.005
-0.056 -0.017 0.005
-0.009 0.012 -0.016
-0.032 0.004 -0.005

Calculated values
E_tot: -124530.52660 eV
Relative energy (zero: lowest compared OMol25 entry of this formula, charge and spin): 0.000 eV
Charge: +1
⟨S²⟩: 8.774
2S+1: 6

> Among the records above, which one has the lowest E_tot?

C25H44FeO6S4Si